No. 1
{"formula": "CH2N4O2", "method": "ωB97M-V/def2-TZVPD", "elements": ["O", "O", "N", "N", "N", "N", "C", "H", "H"], "xyz": [[-1.35449, 1.37908, -0.38041], [-0.54450, -1.28832, -1.43865], [-0.20434, 0.64996, -0.14712], [1.20332, 0.02615, 1.25131], [0.48296, 0.93964, 0.91492], [0.91780, -0.98369, 0.40474], [-0.13191, -0.67889, -0.50576], [1.34429, -1.86811, 0.59047], [-2.15918, 0.79092, 0.02957]], "smiles": "O=c1[nH]nnn1O", "relative_energy_kcal_mol": 55.8, "lumo_ev": 0.180, "gap_ev": 10.3, "total_energy_ev": -11121.19923}

=====

No. 2
{"formula": "CH2N4O2", "method": "ωB97M-V/def2-TZVPD", "elements": ["O", "O", "N", "N", "N", "N", "C", "H", "H"], "xyz": [[-0.12375, 1.23181, -0.53677], [-1.05366, -1.30834, 1.54956], [0.55502, 0.72454, -1.50502], [0.91167, -0.82013, -0.11077], [-1.12378, 0.10443, 1.08010], [1.18145, -0.42489, -1.29884], [-0.06875, 0.08734, 0.40037], [-1.49357, -1.08528, 2.58405], [1.21536, 1.49052, -2.16267]], "smiles": "O/N=c1\\nn[nH]o1", "relative_energy_kcal_mol": 142.0, "lumo_ev": -0.130, "gap_ev": 8.9, "total_energy_ev": -11117.46360}

=====

No. 3
{"formula": "CH2N4P", "method": "ωB97M-V/def2-TZVPD", "elements": ["P", "N", "N", "N", "N", "C", "H", "H"], "xyz": [[0.54974, -0.25817, -0.58547], [2.22451, 1.59200, 0.24967], [2.84972, -0.49270, -0.08085], [3.94597, 0.25102, 0.47411], [1.96764, 0.41278, -0.02528], [3.40101, 1.34263, 0.65758], [4.03906, 2.11992, 1.22494], [1.18296, -1.34079, -1.12113]], "relative_energy_kcal_mol": 61.9, "lumo_ev": 4.501, "charge": -1, "gap_ev": 6.4, "total_energy_ev": -16315.56269}